No. 1
C4H3LiLuO2 | the ωB97M-V functional and the def2-TZVPD basis

```
! RIJCOSX wB97M-V def2-TZVPD def2/J DEFGRID3
* xyz 1 1
Lu -2.736 2.907 0.093
O -0.501 0.960 -0.390
C 0.179 0.513 0.780
H 0.981 1.069 1.295
H -0.561 0.275 1.563
C 0.754 -2.093 0.212
C 0.801 -0.744 0.227
C 0.207 -1.070 -1.044
O 0.241 -1.273 -2.241
Li 0.197 2.204 -1.528
H 0.439 -2.749 1.033
*
```

Summary:
Kohn-Sham gap ... 5.84 eV
DFT total energy ... -42102.76146 eV
HOMO energy ... -10.93 eV
Relative energy (zero: lowest compared OMol25 entry of this formula, charge and spin) ... 25.8 kJ/mol

---

No. 2
C23H21N3O5S | the ωB97M-V functional and the def2-TZVPD basis

```
! RIJCOSX wB97M-V def2-TZVPD def2/J DEFGRID3
* xyz 0 1
O -1.416 1.893 1.126
C -0.877 0.815 0.989
N -1.482 -0.360 0.687
N -2.780 -0.640 0.434
C -3.704 0.241 0.463
C -5.074 -0.142 0.181
C -5.403 -1.462 -0.129
C -6.708 -1.848 -0.400
C -7.675 -0.870 -0.351
C -7.357 0.456 -0.042
C -6.072 0.846 0.227
H -5.837 1.871 0.465
O -8.501 1.211 -0.063
C -9.546 0.323 -0.394
O -9.020 -0.975 -0.572
H -10.032 0.655 -1.325
H -10.291 0.310 0.418
H -6.962 -2.867 -0.640
H -4.606 -2.187 -0.154
H -3.533 1.290 0.692
H -0.886 -1.185 0.610
C 0.644 0.628 1.128
N 1.197 0.186 -0.129
S 1.700 -1.375 -0.293
O 1.653 -1.715 -1.683
O 0.893 -2.137 0.625
C 3.415 -1.465 0.241
C 3.857 -0.758 1.341
C 5.193 -0.835 1.701
C 6.065 -1.623 0.969
C 5.607 -2.341 -0.124
C 4.274 -2.260 -0.492
H 3.885 -2.793 -1.345
H 6.286 -2.959 -0.691
H 7.105 -1.678 1.252
H 5.550 -0.277 2.554
H 3.174 -0.144 1.904
C 1.616 1.152 -1.127
C 3.081 1.468 -0.979
C 4.018 0.750 -1.712
C 5.371 0.957 -1.514
C 5.803 1.880 -0.577
C 4.876 2.609 0.148
C 3.522 2.406 -0.054
H 2.804 2.989 0.504
H 5.208 3.340 0.871
H 6.859 2.038 -0.418
H 6.091 0.395 -2.091
H 3.677 0.026 -2.437
H 0.995 2.044 -1.019
H 1.424 0.695 -2.101
H 0.828 -0.148 1.874
H 1.092 1.571 1.452
*
```

Summary:
SMILES ... O=C(CN(Cc1ccccc1)S(=O)(=O)c1ccccc1)N/N=C/c1ccc2c(c1)OCO2
Kohn-Sham gap ... 8.19 eV
DFT total energy ... -49733.26945 eV
HOMO energy ... -7.71 eV
Relative energy (zero: lowest compared OMol25 entry of this formula, charge and spin) ... 231.7 kJ/mol

---

No. 3
C42H112O14 | the ωB97M-V functional and the def2-TZVPD basis

```
! RIJCOSX wB97M-V def2-TZVPD def2/J DEFGRID3
* xyz 0 1
C 19.386 14.959 9.404
C 19.971 15.467 8.097
C 19.910 14.552 6.945
O 19.295 16.685 7.725
H 19.453 15.740 10.157
H 19.847 14.050 9.797
H 18.316 14.693 9.222
H 20.994 15.815 8.225
H 18.873 14.191 6.829
H 20.540 13.676 7.096
H 20.209 15.062 6.036
H 18.514 16.491 7.205
C 18.140 11.887 16.301
C 16.898 11.976 15.460
C 15.955 13.060 15.966
O 17.308 12.173 14.113
H 18.847 11.063 16.051
H 17.866 11.786 17.351
H 18.736 12.787 16.254
H 16.443 10.988 15.586
H 15.143 13.262 15.235
H 16.472 14.051 15.980
H 15.590 12.876 16.969
H 16.508 12.241 13.550
C 21.144 13.245 13.012
C 20.697 13.476 14.445
C 21.702 14.316 15.251
O 19.404 14.169 14.517
H 20.376 12.785 12.404
H 22.028 12.585 12.920
H 21.406 14.200 12.587
H 20.628 12.476 14.896
H 21.288 14.615 16.211
H 21.985 15.181 14.625
H 22.671 13.827 15.287
H 18.741 13.518 14.191
C 12.995 18.664 11.250
C 12.973 18.585 12.766
C 13.807 19.643 13.437
O 11.595 18.554 13.144
H 12.388 17.855 10.856
H 13.985 18.526 10.808
H 12.610 19.658 10.925
H 13.364 17.593 13.052
H 14.794 19.463 13.026
H 13.845 19.475 14.537
H 13.499 20.673 13.314
H 11.539 18.611 14.107
C 12.402 14.844 16.916
C 13.521 15.749 16.798
C 13.043 17.157 16.363
O 14.193 15.811 18.019
H 11.675 15.269 17.601
H 12.732 13.867 17.228
H 11.863 14.629 15.961
H 14.209 15.289 16.080
H 13.847 17.874 16.262
H 12.306 17.573 17.103
H 12.436 17.086 15.457
H 15.069 16.228 17.992
C 18.209 11.173 5.960
C 17.444 10.536 7.135
C 17.458 11.379 8.427
O 16.043 10.318 6.841
H 19.321 11.169 6.164
H 17.826 12.216 5.864
H 18.070 10.576 5.051
H 17.852 9.607 7.421
H 16.776 11.089 9.234
H 17.213 12.427 8.191
H 18.449 11.367 8.865
H 16.026 9.636 6.179
C 12.249 14.937 9.655
C 11.099 15.339 8.815
C 9.927 14.416 8.989
O 10.827 16.732 9.106
H 13.109 15.601 9.535
H 12.584 13.913 9.579
H 11.886 15.024 10.686
H 11.361 15.352 7.716
H 9.057 14.753 8.391
H 9.707 14.276 10.066
H 10.200 13.461 8.577
H 10.410 16.764 9.972
C 15.523 16.657 8.846
C 15.489 17.082 7.423
C 16.056 18.514 7.231
O 16.321 16.174 6.615
H 15.251 15.648 8.872
H 14.802 17.284 9.415
H 16.512 16.812 9.230
H 14.434 17.034 7.127
H 15.468 19.218 7.823
H 16.012 18.946 6.223
H 17.064 18.610 7.629
H 15.869 15.753 5.876
C 11.758 10.753 8.937
C 12.525 9.650 9.568
C 13.943 10.100 9.924
O 11.972 9.320 10.845
H 11.807 11.693 9.482
H 10.704 10.514 8.698
H 12.155 11.006 7.940
H 12.478 8.793 8.886
H 13.846 11.145 10.230
H 14.607 10.112 9.090
H 14.367 9.598 10.778
H 11.082 8.924 10.807
C 17.317 9.580 12.164
C 17.765 8.363 11.454
C 19.230 8.441 11.021
O 17.685 7.178 12.319
H 17.389 10.448 11.491
H 18.031 9.770 12.966
H 16.301 9.473 12.557
H 17.119 8.225 10.578
H 19.856 8.402 11.886
H 19.430 9.277 10.403
H 19.591 7.583 10.418
H 16.911 7.245 12.899
C 16.163 17.479 14.311
C 17.383 16.544 14.407
C 18.694 17.199 13.953
O 17.474 16.256 15.820
H 16.285 18.396 14.860
H 15.318 16.874 14.647
H 15.996 17.732 13.263
H 17.145 15.632 13.891
H 18.884 17.238 12.846
H 19.497 16.626 14.414
H 18.763 18.192 14.396
H 18.043 15.466 15.902
C 9.655 14.967 13.624
C 9.086 16.115 12.799
C 8.638 17.356 13.599
O 10.149 16.477 11.865
H 10.015 14.160 12.941
H 8.889 14.520 14.290
H 10.520 15.407 14.169
H 8.282 15.803 12.133
H 7.712 17.062 14.076
H 8.387 18.212 12.961
H 9.321 17.628 14.401
H 10.657 17.204 12.259
C 12.983 10.814 15.462
C 12.093 10.457 14.332
C 10.763 11.104 14.435
O 12.819 10.719 13.091
H 13.933 10.288 15.436
H 12.481 10.788 16.402
H 13.188 11.887 15.301
H 11.925 9.360 14.290
H 10.193 10.811 13.572
H 10.851 12.210 14.387
H 10.190 10.933 15.351
H 12.425 10.223 12.373
C 14.015 14.455 13.068
C 14.810 13.651 12.042
C 16.068 14.259 11.480
O 15.151 12.333 12.547
H 14.616 14.867 13.875
H 13.310 13.769 13.597
H 13.437 15.216 12.568
H 14.125 13.554 11.214
H 15.928 15.310 11.406
H 16.331 13.800 10.535
H 16.853 14.116 12.196
H 14.318 11.872 12.709
*
```

Summary:
Kohn-Sham gap ... 10.15 eV
DFT total energy ... -74034.99463 eV
HOMO energy ... -9.82 eV
Relative energy (zero: lowest compared OMol25 entry of this formula, charge and spin) ... 140.3 kJ/mol

---

No. 4
C3H8NP | the ωB97M-V functional and the def2-TZVPD basis

```
! RIJCOSX wB97M-V def2-TZVPD def2/J DEFGRID3
* xyz 0 3
C 2.655 0.511 -0.252
C -0.174 1.002 0.896
C -1.694 -1.889 0.047
N 0.377 -0.370 0.906
P 1.630 -0.815 -0.120
H 3.383 0.455 -1.026
H 2.359 1.400 0.208
H -0.420 1.260 -0.122
H -1.079 0.828 1.455
H 0.382 1.841 1.288
H -2.742 -1.485 0.241
H -1.359 -1.981 -1.037
H -1.021 -2.407 0.618
*
```

Summary:
Kohn-Sham gap (alpha / beta) ... 8.49 / 7.56 eV
<S²> ... 2.056
DFT total energy ... -14013.88592 eV
HOMO energy (alpha / beta) ... -8.05 / -9.29 eV
Relative energy (zero: lowest compared OMol25 entry of this formula, charge and spin) ... 144.7 kJ/mol